Record 1
12
Properties=species:S:1:pos:R:3:forces:R:3 method="wB97M-V/def2-TZVPD" homo_lumo_gap_ev="4.14 / 4.14" e_lumo_ev="-4.87 / -4.87" multiplicity=2 total_charge=+1 relative_energy_kcal_mol=24.3
Ag 1.42283 -1.24112 -5.05650 -0.632 0.067 1.612
O 0.53384 -1.22478 -2.62834 -0.219 0.021 -0.878
O 0.42841 1.77960 2.46891 -0.194 1.328 1.165
C 0.37681 0.89714 1.67672 -0.294 -1.654 -1.249
C 0.19833 0.01626 -0.63694 -0.217 0.722 0.224
C 0.12601 -1.10263 -1.41113 0.433 -0.430 -0.775
C 0.26468 -0.08784 0.82237 -0.284 0.403 0.203
Li -0.54629 2.94635 3.58506 0.320 -0.354 -0.338
H 0.30633 -1.07543 1.29830 -0.038 0.274 -0.127
H -2.96218 0.08252 1.93098 -0.017 0.010 0.010
H 0.19225 1.00801 -1.09667 0.584 -0.347 0.134
H -0.34102 -1.99806 -0.95276 0.558 -0.041 0.017

=====

Record 2
64
Properties=species:S:1:pos:R:3:forces:R:3 method="wB97M-V/def2-TZVPD" homo_lumo_gap_ev="5.24 / 6.33" e_lumo_ev="2.72 / 2.71" multiplicity=5 total_charge=-1 relative_energy_kcal_mol=28.6
Cr -0.27162 -0.86045 1.47604 -0.513 -1.072 -0.176
F -2.30765 2.65311 2.75639 0.800 0.236 0.673
F -0.54483 1.65819 5.75156 -0.437 -0.436 -0.180
F -0.99754 3.75894 4.15702 -0.227 -0.314 -0.647
F -2.19697 0.74539 4.61521 0.777 0.513 -0.015
F -0.34450 -0.33963 4.85446 -0.226 1.167 -0.001
F -0.50757 3.56441 2.02501 0.064 -0.174 0.972
O -0.29126 0.79482 2.26700 0.475 2.662 1.323
O 0.60793 -0.28123 -3.57968 -2.236 0.019 -0.555
O 0.35777 2.06338 -1.12794 -0.188 1.867 -2.644
C 0.75921 4.34998 -2.04369 -0.099 -0.126 0.277
C -0.17730 1.56409 3.37214 -1.173 -0.270 -0.829
C -1.01264 2.89831 3.10143 0.129 -0.281 -0.746
C -0.88194 0.02290 -3.32542 1.399 0.460 0.711
C 0.27803 -1.66977 -3.86734 1.094 0.620 0.449
C -2.09717 -1.65065 2.48728 -2.081 0.201 -1.049
C -1.19577 -1.45845 -3.59662 -0.806 0.629 -0.110
C 0.80989 -2.11954 -5.24593 -1.281 -0.648 0.427
C 0.80950 -2.50229 -2.72130 0.429 -0.010 -0.007
C -2.10692 -2.38710 0.28277 0.144 0.693 0.409
C 1.00717 -2.74409 3.10526 0.562 0.088 -0.218
C -2.40523 -0.49224 1.63756 0.156 -1.930 -0.547
C -2.21275 -0.93841 0.25897 -1.292 -0.282 0.873
C 0.53970 3.44508 -0.78588 0.916 0.342 1.243
C 1.61222 -1.68157 1.09982 0.645 -0.840 1.710
C 1.12787 2.02597 -2.36917 0.427 -0.931 -0.299
C -0.85611 0.92104 4.64976 0.593 -1.073 0.026
C 0.78777 -3.64901 2.05480 0.390 0.823 -0.251
C 1.50920 -1.51856 2.59027 0.719 -1.096 -1.867
C -2.03357 -2.79756 1.62987 -0.626 0.797 0.313
C 1.05157 -2.98840 0.82228 1.241 -0.078 0.165
C 1.33857 3.36920 -3.07112 -0.162 -0.230 0.586
C 1.27616 1.89049 3.72865 -0.017 0.235 0.402
H 2.09611 1.59709 -2.08038 -0.234 -0.290 -0.427
H 0.85025 3.29872 -4.05015 -0.129 0.549 0.274
H 2.41302 3.45382 -3.27954 -0.251 0.529 0.217
H -0.98392 0.44121 -2.27044 0.018 -0.949 -1.245
H 1.52907 5.11323 -1.87809 -0.475 0.072 0.444
H 0.63949 1.51717 -3.18939 0.230 -0.732 1.200
H 0.46168 -4.66962 2.20841 -0.301 0.126 -0.263
H 1.93637 -0.71508 3.16953 -0.112 0.025 -0.090
H -1.31092 0.80285 -3.99301 0.482 -0.643 -0.009
H 0.74850 -3.52193 -3.08426 -0.086 -0.596 0.601
H 0.50879 -1.57823 -6.14707 -0.142 0.559 0.488
H -2.62565 0.50606 1.99886 0.216 -0.351 -0.348
H 0.18073 -2.29936 -1.83772 0.435 -0.425 -0.311
H -1.86338 -1.70427 -4.40543 -0.363 0.235 -0.398
H 1.84569 -2.28607 -2.42946 -0.126 0.038 -0.372
H 1.88560 -2.20198 -5.24643 0.359 -0.040 0.150
H 1.89886 1.88798 2.82260 -0.426 0.046 0.251
H -2.08515 -1.68272 3.58040 -0.119 0.089 -0.552
H -0.23219 3.76645 -0.05723 0.469 -0.189 -0.813
H -1.56104 -1.92728 -2.68629 0.012 -0.278 -0.157
H -2.25568 -0.29540 -0.62789 -0.181 -0.357 0.454
H 1.51935 3.41505 -0.27769 -0.222 0.532 0.358
H 0.36343 -3.11069 -5.39273 0.384 -0.177 -0.067
H -2.04229 -3.07875 -0.56235 0.092 0.462 0.204
H 2.17866 -1.02089 0.43495 -0.345 -0.350 0.138
H -0.17791 4.84179 -2.32298 0.192 -0.132 -0.271
H 1.63367 1.10480 4.41193 0.083 0.442 -0.217
H 0.97677 -3.42780 -0.18538 0.014 0.232 0.763
H 1.30261 2.87226 4.22046 0.372 -0.311 0.024
H -2.05286 -3.81853 2.01505 0.489 0.340 -0.341
H 0.79111 -2.92626 4.15228 0.067 -0.017 -0.102

=====

Record 3
17
Properties=species:S:1:pos:R:3:forces:R:3 method="wB97M-V/def2-TZVPD" homo_lumo_gap_ev=8.28 e_lumo_ev=0.84 relative_energy_kcal_mol=64.2
O -1.00211 0.61489 0.70982 -0.278 -2.317 -0.769
N -1.46938 -1.77780 0.84637 0.090 0.242 0.407
N 0.51088 2.27804 0.93943 -0.476 -0.474 -0.022
N -0.68706 -1.10619 -1.25455 0.551 -0.147 0.831
C -0.88739 -0.95408 -0.05227 -1.745 1.710 -0.135
C 1.24800 -0.02878 0.91047 0.054 0.924 0.654
C 0.25954 0.93195 0.90899 1.949 -0.377 -0.532
C 0.15808 -0.34463 -2.12646 -0.006 0.156 -0.215
H 1.43918 2.60183 1.14377 -0.260 0.109 0.040
H 1.16243 -0.26199 -1.69351 -0.169 0.029 0.031
H -1.94189 -1.32283 1.61075 0.018 -0.049 -0.079
H 2.28463 0.27378 0.85098 0.030 0.142 0.147
H -0.25117 2.89780 0.72158 0.314 0.119 -0.045
H -1.88578 -2.61743 0.47489 0.150 0.048 -0.018
H 0.23035 -0.86345 -3.08340 -0.062 0.134 0.031
H -0.24100 0.66106 -2.28774 0.080 -0.022 -0.029
H 1.07269 -0.98219 1.38090 -0.240 -0.228 -0.296

=====

Record 4
10
Properties=species:S:1:pos:R:3:forces:R:3 method="wB97M-V/def2-TZVPD" homo_lumo_gap_ev=10.39 e_lumo_ev=0.91 smiles="C=CO.O" relative_energy_kcal_mol=26.7
O 0.37668 -0.43651 -0.05565 0.524 0.215 0.330
O 0.22912 0.01690 -2.89274 -0.893 -0.303 -0.170
C 0.21466 0.24223 1.14409 -0.878 0.060 -0.954
C -0.69146 -0.13291 2.02700 0.379 -0.846 1.001
H -1.08379 -1.14494 1.97621 -0.349 0.200 -0.408
H -0.87873 0.34153 2.98150 0.201 0.407 -0.232
H 0.78614 1.15890 1.17770 0.177 0.005 0.188
H 1.03490 -0.26182 -2.48749 0.783 -0.434 0.682
H 0.48979 0.77956 -3.38832 0.028 0.735 -0.536
H -0.47732 -0.56293 -0.48230 0.027 -0.040 0.098

=====

Record 5
131
Properties=species:S:1:pos:R:3:forces:R:3 method="wB97M-V/def2-TZVPD" homo_lumo_gap_ev=10.09 e_lumo_ev=-0.17 smiles="C[C@H]1COC(=O)O1.C[C@H]1COC(=O)O1.C[C@H]1COC(=O)O1.C[C@H]1COC(=O)O1.C[C@H]1COC(=O)O1.O=S1(=O)OCCO1.O=S1(=O)OCCO1.O=S1(=O)OCCO1.O=S1(=O)OCCO1.O=S1(=O)OCCO1.O=S1(=O)OCCO1" relative_energy_kcal_mol=181.3
S -1.96537 3.92553 5.42157 0.943 -2.634 -0.099
S 3.05767 0.91304 4.30852 0.662 -3.737 -0.646
S -1.97632 0.23308 -3.45119 -0.834 1.829 -1.100
S -0.70158 6.90019 -4.06806 1.095 1.728 1.618
S 0.54212 1.24257 -0.25713 0.650 1.275 1.455
S 3.17462 -3.52278 -3.06396 -2.025 -1.154 1.823
O 1.55849 1.98432 0.50001 -2.077 -1.365 -1.393
O -1.73137 -4.70528 -2.30333 1.051 -0.788 -0.241
O 2.97394 0.68696 2.85760 0.152 0.767 3.210
O -4.48259 2.55221 1.22115 1.792 3.134 2.164
O 3.99912 -2.60573 -3.81404 -0.523 -1.282 1.410
O -1.07140 -5.09083 -0.26593 1.805 0.183 2.750
O -1.88606 5.84038 -3.53562 0.766 1.717 -1.546
O -0.42452 -6.56126 -1.79063 -0.180 2.339 0.033
O -0.82927 0.97501 -4.00713 -2.858 -2.145 0.983
O -0.87494 7.43091 -5.43343 -0.280 -1.624 3.254
O -2.52497 -0.92406 -4.57024 2.314 0.194 1.261
O -2.01835 3.80503 6.89328 0.346 0.510 -3.788
O 8.43850 -3.78692 1.94891 -3.282 4.933 -1.263
O 2.22221 -0.36598 5.00652 -0.281 0.173 0.132
O 1.25355 -0.12992 -0.78274 -0.364 1.943 -0.908
O 4.66502 1.75984 -2.79864 1.314 -2.748 -0.443
O -3.04283 0.08409 4.17768 0.188 -2.313 -0.785
O -2.58668 3.81215 0.78662 -1.899 -1.795 -0.387
O 7.58351 -1.65137 2.28737 3.834 0.380 3.310
O -2.91434 1.74396 -0.02204 4.694 3.030 -1.036
O -3.12746 4.39751 4.67042 2.439 -0.374 1.328
O 2.53378 1.85649 -3.46113 -0.119 2.293 2.180
O 3.19759 -5.00533 -3.68519 5.638 1.818 0.557
O -1.93177 -0.20493 -2.06680 -0.307 0.006 -2.546
O 2.80012 2.18932 4.89073 -0.025 -0.896 -0.320
O -0.25133 1.99435 -1.23982 1.741 -2.569 2.095
O -0.39889 0.37156 0.82040 0.218 2.774 0.058
O 4.46816 0.28320 4.88140 -0.582 2.746 -0.910
O -3.53721 -2.09007 4.77161 0.968 1.669 -3.385
O 3.18052 -3.56649 -1.53444 -0.042 0.362 -5.468
O 0.48157 5.82314 -4.03430 0.541 0.277 -0.684
O -0.32651 7.81239 -2.95654 -1.659 -1.683 -2.861
O 1.64430 -3.36107 -3.66959 0.749 2.093 1.864
O 6.94965 -2.69856 0.57874 0.370 -0.681 -2.856
O 3.56119 3.63925 -2.45233 -0.277 -2.037 -0.409
O -0.49080 4.43327 4.91187 -1.893 1.596 3.097
O -1.50399 2.39316 4.76991 -1.217 0.581 2.130
O -2.52798 -1.63206 2.62773 -2.591 2.337 5.142
O -3.44233 1.10931 -3.66211 2.428 -0.206 0.700
C -3.65817 -3.24883 -2.01898 -0.335 -0.301 0.190
C 7.72566 -2.76462 1.62583 3.518 -5.504 1.703
C 5.23941 -1.25267 -0.29286 1.720 -0.609 -0.885
C 2.26333 0.24257 -5.11853 1.082 -0.386 1.813
C -4.05217 0.73669 -4.88868 -0.468 -0.660 -0.026
C -6.19923 1.36395 0.34792 0.266 0.087 1.290
C 2.77021 0.52707 -3.69564 2.335 -0.761 -0.881
C 0.07958 4.55229 -3.64776 -1.060 -2.274 1.378
C 4.37063 -0.81165 5.76209 0.924 -1.322 -0.755
C -3.27682 2.81760 0.64757 1.589 2.144 1.297
C -2.23906 -3.55176 -1.58184 0.614 -0.549 0.555
C -4.79338 1.25755 1.04341 -3.867 -2.211 -3.636
C -4.55155 1.24289 5.67160 1.798 -0.916 0.394
C -3.01119 -1.18741 3.72841 1.458 -2.848 -1.895
C 3.60765 2.47984 -2.81705 -2.702 4.051 -0.345
C -3.53551 0.07146 5.54202 0.146 4.428 -0.471
C 1.38686 -1.01826 0.30263 -0.252 -1.351 0.849
C 6.65507 -1.33039 0.34540 -4.440 0.464 0.923
C -0.87235 2.53440 3.52385 0.443 1.914 -0.516
C -2.04502 -4.12075 -0.15598 -2.116 1.411 0.677
C -3.88843 -0.76775 -4.88556 -1.068 0.851 0.416
C -1.26198 4.70126 -2.90881 0.061 0.222 -1.160
C 1.15931 -4.49275 -4.28796 -1.466 -2.218 -1.410
C 2.93230 -0.96195 6.17816 0.263 2.818 -0.246
C -0.22933 4.03928 3.61500 -1.024 -0.948 -1.770
C -3.93429 -1.28333 5.84888 -0.212 -1.523 1.282
C 0.05625 -0.95429 1.04588 -1.020 -1.020 -2.407
C -0.92768 -5.50217 -1.46001 -1.666 -2.410 -3.367
C 4.35000 0.48291 -3.40207 -1.502 -1.073 -0.530
C 2.00427 -5.65526 -3.82820 -0.961 0.216 1.401
C -3.79852 0.79646 0.01833 -3.290 -4.042 -0.157
C 6.60190 -0.86562 1.75171 -1.466 0.788 0.166
H 0.11667 -4.70223 -4.04896 -0.052 0.536 0.109
H -2.74790 0.36324 6.23674 0.545 0.069 -0.564
H -3.31215 -1.57318 6.69565 -0.533 -0.478 0.276
H 4.76820 -1.59558 5.11751 -0.302 -0.745 0.484
H 2.79185 -0.24110 6.98362 -0.271 0.029 0.175
H -0.73778 4.75796 2.97229 0.068 -0.356 -0.521
H 6.73890 0.21565 1.76516 0.415 -0.131 0.758
H 2.18778 -6.46114 -4.53882 -0.497 0.029 0.223
H 2.62511 -1.91835 6.60128 -0.372 -0.151 -1.191
H 0.02402 3.81294 -4.44675 -0.476 0.656 -0.843
H -0.72227 -1.46241 0.47685 0.233 -0.855 -0.111
H -5.09319 1.05647 -4.84247 0.119 0.029 0.026
H 2.27117 -0.21317 -3.07025 -0.137 0.577 0.726
H 1.26488 -0.10147 -4.84864 -0.178 0.017 -1.313
H -3.57237 1.10521 -5.79537 0.239 0.561 0.255
H -4.84520 0.45321 1.77720 0.129 1.159 1.416
H 5.76341 -1.19426 2.36576 -1.003 0.670 -0.678
H -3.43697 -0.16565 0.38129 0.698 -0.071 -0.599
H 7.34196 -0.63900 -0.14271 0.629 -1.069 -0.754
H -3.95887 2.15750 5.68955 -0.218 -0.042 -0.273
H 2.16441 -0.79508 1.03319 0.447 0.465 -0.538
H 0.68255 3.94226 -2.97515 1.106 1.162 0.380
H -3.66697 -2.80935 -3.01640 0.046 -0.434 -0.039
H 1.78347 -5.93578 -2.79832 -0.866 -0.927 -0.353
H 5.06313 -0.68749 6.59464 -0.177 0.230 0.046
H 2.33981 1.16517 -5.69390 -0.232 -0.353 -0.227
H 1.55955 -1.97020 -0.19945 0.084 -0.161 0.450
H -5.25970 1.29976 4.84492 -0.416 -0.252 0.555
H 0.84932 4.13737 3.49255 -0.136 -0.509 -0.090
H 4.38816 -1.78529 0.13114 0.417 0.282 1.031
H -1.85727 -3.45328 0.68504 0.524 0.339 -0.423
H 1.27701 -4.45215 -5.37083 -0.067 0.552 -0.128
H 4.53860 -0.33043 -2.70134 0.402 0.310 -0.166
H -4.30748 0.72007 -0.94251 0.228 -0.500 -0.262
H -0.01742 -1.41910 2.02905 0.443 1.130 0.410
H -4.24774 -4.16323 -1.95274 0.091 -0.189 -0.490
H -1.24187 4.92177 -1.84154 0.325 -0.447 -0.052
H -4.84346 1.11465 6.71392 -1.193 0.263 -0.195
H -4.24414 -2.56758 -1.40202 0.635 0.340 0.426
H -2.94213 -4.63888 0.18290 -0.427 -0.081 -0.326
H 4.85097 0.32605 -4.35733 0.500 0.286 0.267
H -0.05783 1.83968 3.31884 -0.180 -0.325 0.671
H -6.21794 1.92988 -0.58346 0.729 -0.518 -0.414
H 5.41089 -1.88277 -1.16559 -0.398 0.742 -0.905
H -4.99360 -1.33271 6.10095 -0.096 -0.505 -0.261
H -4.48206 -1.19991 -4.07999 -0.216 -0.153 -0.155
H -1.66385 2.36848 2.79303 0.432 0.575 -0.473
H -6.64532 0.37292 0.26438 -0.419 0.258 -0.076
H -1.83636 3.82455 -3.20810 -0.356 0.121 0.627
H -4.17604 -1.17016 -5.85688 0.619 -0.375 0.096
H -6.73795 2.08358 0.96436 -0.676 -0.662 0.480
H -1.57005 -2.73249 -1.84513 0.008 0.187 0.391
H 2.94347 -0.54744 -5.43694 -0.546 -0.210 -0.770
H 5.04604 -0.19382 -0.46470 -0.350 -0.202 -0.449

=====

Results for energy: -12499.333, -75220.217, -10809.677, -6265.097, -178910.311 (in eV, following the order of the records).